# C17H20Br2NO5P2Zr

A molecular structure, C17H20Br2NO5P2Zr in a non-equilibrium geometry (the ωB97M-V functional and the def2-TZVPD basis, the Open Molecules 2025 dataset).

The geometry in ORCA input format:
```
! RIJCOSX wB97M-V def2-TZVPD def2/J DEFGRID3
* xyz 1 1
Zr 0.09331 0.35279 -0.38494
Br 1.19507 0.24693 4.47253
Br -2.22543 4.73209 4.75765
P 1.64444 -1.70907 0.52049
P 0.16589 -1.81625 -2.15461
O -1.76107 0.16275 -0.83455
O 0.40449 1.22446 -2.06360
O -3.05058 1.15263 -2.38700
O -0.63720 0.83166 -4.01331
O 0.76067 0.66144 1.43436
N -0.67041 2.48361 0.20341
C 0.16599 1.55681 3.58612
C -1.28744 3.46471 3.71643
C 1.85075 -3.24424 -0.47924
C -0.66521 2.53429 1.56678
C -0.66632 0.97517 -2.82964
C 0.66520 -3.43626 -1.42317
C -2.08821 4.46717 1.55593
C -0.53151 2.51354 4.33951
C -1.98775 0.78794 -2.00354
C -1.33920 3.40892 -0.45668
C 0.09270 -2.16748 1.43264
C -0.99424 -2.34518 -3.46370
C 1.67758 -1.40119 -3.11781
C 2.91878 -1.93302 1.80441
C -1.36970 3.51062 2.30300
C 0.11469 1.53760 2.21159
C -2.06362 4.41808 0.18705
H 0.10334 -3.23271 1.66021
H 1.41490 -0.66400 -3.87534
H -0.45763 2.49039 5.41739
H -1.30483 3.36919 -1.53832
H -0.19446 -3.84655 -0.88848
H 0.90989 -4.12951 -2.22839
H 2.43875 -0.96977 -2.46793
H 3.87139 -2.16590 1.32900
H 2.63231 -2.74949 2.46576
H -2.63876 5.23763 2.07723
H 2.77988 -3.16242 -1.04781
H -1.17201 -1.51991 -4.15029
H 2.07211 -2.29065 -3.60917
H -2.60131 5.14946 -0.39841
H 3.03434 -1.02124 2.38755
H -0.56476 -3.18544 -4.00714
H -0.80789 -1.93238 0.85057
H 1.95680 -4.09248 0.19912
H -1.94679 -2.64241 -3.02388
H 0.06308 -1.61234 2.36823
*
```

Computed properties:
electronic energy	-189623.126	eV
lowest unoccupied orbital energy	-3.721	eV
HOMO	-11.44	eV